## A
One molecule with the formula C16H22ClN3OS, computed with ωB97M-V/def2-TZVPD.

SMILES: CCCCCC(=O)NNC1=NC[C@H](Cc2cccc(Cl)c2)S1
orbital gap: 8.07 eV

Bonds (Å) are listed after each position.
CARTESIAN COORDINATES (ANGSTROEM)
1 C -2.943 -1.882 -0.987  C2 1.483, H42 0.843, H43 0.964, H44 1.257
2 C -3.535 -0.546 -1.243  C1 1.483, C3 1.530, H40 1.041, H41 1.004
3 C -4.475 -0.152 -0.102  C2 1.530, C4 1.458, H38 1.316, H39 1.260
4 C -5.103 1.164 -0.099  C3 1.458, H5 1.179, H6 1.225, C7 1.512
5 H -5.227 1.374 -1.253  C4 1.179
6 H -6.207 1.134 0.432  C4 1.225
7 C -4.359 2.044 0.879  C4 1.512, C8 1.724, H36 0.933, H37 1.229
8 C -2.917 2.317 -0.024  C7 1.724, O9 1.189, N10 1.493
9 O -2.679 3.005 -0.964  C8 1.189
10 N -1.887 1.569 0.758  C8 1.493, H11 0.890, N12 1.316
11 H -2.165 1.063 1.435  N10 0.890
12 N -0.731 1.682 0.138  N10 1.316, C13 1.656, H35 0.844
13 C 0.034 0.214 0.065  N12 1.656, N14 1.158, S34 1.700
14 N -0.296 -0.544 0.875  C13 1.158, C15 1.523
15 C 0.565 -1.754 0.538  N14 1.523, H16 1.323, H17 1.093, C18 1.441
16 H 0.675 -2.240 1.764  C15 1.323
17 H 0.131 -2.639 0.065  C15 1.093
18 C 1.878 -1.316 0.135  C15 1.441, H19 1.165, C20 1.581, S34 1.814
19 H 2.385 -1.846 -0.771  C18 1.165
20 C 2.961 -0.987 1.239  C18 1.581, C21 1.569, H32 1.072, H33 1.004
21 C 4.215 -0.531 0.414  C20 1.569, C22 1.491, C26 1.429
22 C 4.414 0.930 0.636  C21 1.491, C23 1.529, H31 0.939
23 C 5.678 1.410 -0.079  C22 1.529, C24 1.345, Cl30 1.587
24 C 6.513 0.471 -0.558  C23 1.345, C25 1.313, H29 1.068
25 C 6.300 -0.765 -0.947  C24 1.313, C26 1.490, H28 1.041
26 C 5.238 -1.384 -0.104  C21 1.429, C25 1.490, H27 1.299
27 H 4.960 -2.653 -0.080  C26 1.299
28 H 7.028 -1.466 -1.197  C25 1.041
29 H 7.389 0.760 -1.094  C24 1.068
30 Cl 6.044 2.954 -0.085  C23 1.587
31 H 3.861 1.646 0.885  C22 0.939
32 H 3.144 -2.011 1.500  C20 1.072
33 H 2.642 -0.278 1.874  C20 1.004
34 S 1.493 0.186 -0.807  C13 1.700, C18 1.814
35 H -0.574 2.173 -0.530  N12 0.844
36 H -4.146 2.048 1.788  C7 0.933
37 H -4.704 3.166 0.515  C7 1.229
38 H -4.127 -0.430 1.136  C3 1.316
39 H -5.497 -0.888 -0.124  C3 1.260
40 H -3.050 0.376 -1.225  C2 1.041
41 H -4.178 -0.608 -2.011  C2 1.004
42 H -2.496 -2.019 -1.688  C1 0.843
43 H -2.475 -1.919 -0.145  C1 0.964
44 H -3.775 -2.823 -0.956  C1 1.257

***

## B
One molecule with the formula C16H22ClN3OS, computed with ωB97M-V/def2-TZVPD.

SMILES: CCCCCC(=O)NNC1=NC[C@H](Cc2cccc(Cl)c2)S1
orbital gap: 9.23 eV

Bonds (Å) are listed after each position.
CARTESIAN COORDINATES (ANGSTROEM)
1 C -2.344 -1.105 -2.748  C2 1.524, H42 1.089, H43 1.087, H44 1.088
2 C -2.853 -0.128 -1.696  C1 1.524, C3 1.526, H40 1.090, H41 1.092
3 C -3.956 -0.750 -0.844  C2 1.526, C4 1.529, H38 1.093, H39 1.093
4 C -4.467 0.169 0.265  C3 1.529, H5 1.091, H6 1.092, C7 1.533
5 H -4.631 1.173 -0.131  C4 1.091
6 H -5.426 -0.214 0.622  C4 1.092
7 C -3.515 0.264 1.463  C4 1.533, C8 1.513, H36 1.090, H37 1.093
8 C -2.385 1.245 1.235  C7 1.513, O9 1.208, N10 1.373
9 O -2.534 2.403 0.926  C8 1.208
10 N -1.150 0.740 1.559  C8 1.373, H11 1.011, N12 1.396
11 H -0.982 -0.257 1.527  N10 1.011
12 N 0.009 1.494 1.367  N10 1.396, C13 1.359, H35 1.013
13 C 0.524 1.565 0.112  N12 1.359, N14 1.258, S34 1.794
14 N 0.148 0.874 -0.870  C13 1.258, C15 1.433
15 C 0.952 1.067 -2.040  N14 1.433, H16 1.090, H17 1.097, C18 1.539
16 H 1.017 0.129 -2.592  C15 1.090
17 H 0.460 1.807 -2.683  C15 1.097
18 C 2.345 1.561 -1.611  C15 1.539, H19 1.090, C20 1.540, S34 1.831
19 H 2.797 2.213 -2.359  C18 1.090
20 C 3.307 0.405 -1.276  C18 1.540, C21 1.502, H32 1.092, H33 1.092
21 C 2.730 -0.482 -0.210  C20 1.502, C22 1.389, C26 1.390
22 C 1.904 -1.548 -0.544  C21 1.389, C23 1.383, H31 1.079
23 C 1.255 -2.254 0.452  C22 1.383, C24 1.385, Cl30 1.732
24 C 1.434 -1.940 1.789  C23 1.385, C25 1.384, H29 1.079
25 C 2.295 -0.909 2.121  C24 1.384, C26 1.383, H28 1.079
26 C 2.937 -0.185 1.132  C21 1.390, C25 1.383, H27 1.079
27 H 3.592 0.628 1.404  C26 1.079
28 H 2.457 -0.663 3.160  C25 1.079
29 H 0.916 -2.499 2.553  C24 1.079
30 Cl 0.179 -3.539 0.015  C23 1.732
31 H 1.748 -1.822 -1.576  C22 1.079
32 H 4.254 0.831 -0.937  C20 1.092
33 H 3.487 -0.160 -2.193  C20 1.092
34 S 1.997 2.563 -0.119  C13 1.794, C18 1.831
35 H 0.042 2.344 1.918  N12 1.013
36 H -3.124 -0.721 1.717  C7 1.090
37 H -4.073 0.645 2.322  C7 1.093
38 H -3.593 -1.683 -0.403  C3 1.093
39 H -4.795 -1.006 -1.496  C3 1.093
40 H -2.014 0.181 -1.071  C2 1.090
41 H -3.244 0.766 -2.186  C2 1.092
42 H -3.155 -1.434 -3.396  C1 1.089
43 H -1.581 -0.634 -3.363  C1 1.087
44 H -1.908 -1.981 -2.273  C1 1.088

***

Of the structures shown above, B is the most stable.